Record 1
# C49H65N4O13S

A cluster of 5 separate species, C49H65N4O13S in total in a non-equilibrium geometry (the ωB97M-V functional and the def2-TZVPD basis, the Open Molecules 2025 dataset).

Atoms and positions in Å:
C 4.74003 -1.87615 0.08079
C 5.47144 -0.53907 -0.13736
O 4.96794 0.24867 -1.19348
C 3.69254 0.75886 -0.94637
C 3.63840 1.81773 0.16367
O 2.47825 1.61072 0.98335
C 2.86846 1.04197 2.21292
C 1.59655 0.68573 2.95493
O 1.77229 0.13861 4.26142
C 2.86428 -0.56470 4.36531
N 3.83453 -1.16801 4.32976
C 0.55202 1.85356 3.15418
C 0.91156 3.25672 2.63887
C -0.03832 3.86730 1.57257
C -0.78850 5.06259 2.16989
C -1.46326 5.99874 1.15844
C -2.93750 5.68885 0.87977
C -3.21220 4.43416 0.04895
C -2.58524 4.47906 -1.34666
C -2.31037 3.09190 -1.93479
C -3.57464 2.32666 -2.34431
C -4.23091 1.47388 -1.23896
C -3.85455 -0.01676 -1.34662
C -4.93971 -0.87198 -1.98959
O -6.19322 -0.85727 -1.35633
C -6.13732 -0.91161 0.05174
N -0.74180 1.25602 2.72497
C -0.25174 0.50498 1.63082
N -0.76373 0.53746 0.46600
S -0.04090 -0.33099 -0.84304
N 0.87562 -0.19915 2.01388
C 0.57812 -1.57939 2.43141
O -0.50881 -2.02410 1.66430
C -1.37968 -2.82656 2.45964
C -2.33022 -1.95824 3.30059
H 5.27404 -2.67822 -0.41284
H 4.69512 -2.07484 1.14605
H 3.74052 -1.88354 -0.33970
H 5.52887 -0.00320 0.80962
H 6.49441 -0.77089 -0.40162
H 3.35742 1.20156 -1.87567
H 2.95876 -0.00918 -0.68969
H 4.54780 1.81663 0.75188
H 3.54875 2.80333 -0.27414
H 3.44065 1.76366 2.79610
H 3.47536 0.16388 2.01376
H 0.40692 1.97175 4.21927
H 0.86005 3.90845 3.49943
H 1.92198 3.32346 2.26520
H -0.74212 3.15823 1.15882
H 0.56359 4.21532 0.73955
H -0.09293 5.66420 2.74416
H -1.52212 4.68049 2.87762
H -0.89346 6.09495 0.24305
H -1.46203 6.98610 1.61024
H -3.39206 6.53158 0.36656
H -3.45594 5.61082 1.82939
H -2.84759 3.56709 0.59365
H -4.28598 4.35492 -0.08223
H -1.63291 5.00014 -1.30770
H -3.20730 5.03137 -2.04074
H -1.68262 2.54847 -1.22794
H -1.69794 3.22979 -2.82064
H -3.31921 1.65101 -3.15202
H -4.30954 3.04933 -2.67489
H -5.30711 1.59167 -1.24415
H -3.89326 1.81270 -0.26313
H -3.49951 -0.42504 -0.40604
H -3.00117 -0.07233 -2.01884
H -5.10326 -0.45599 -2.97866
H -4.54874 -1.88031 -2.12710
H -5.34802 -1.55521 0.42174
H -6.05106 0.09546 0.45097
H -7.07539 -1.31164 0.41106
H -0.92340 0.57167 3.45072
H -1.60156 1.09939 0.35833
H 0.90830 0.58845 -1.14598
H 0.29387 -1.64791 3.47869
H 1.43753 -2.19783 2.19441
H -0.81868 -3.50060 3.10317
H -1.99984 -3.44892 1.81770
H -1.94413 -1.77224 4.29737
H -2.46745 -1.01976 2.77269
H -3.28212 -2.45540 3.40541
C 4.73865 7.04469 -0.78716
C 5.82136 7.73742 -1.13037
C 7.02037 7.06352 -1.68994
O 8.00591 7.69084 -2.00042
C 6.96370 5.58839 -1.85306
C 5.88001 4.89789 -1.50926
C 4.68499 5.57378 -0.95073
O 3.69361 4.94129 -0.63801
H 3.85447 7.51581 -0.37728
H 5.88173 8.81238 -1.02010
H 7.84699 5.11616 -2.26338
H 5.81955 3.82183 -1.62059
C -3.34977 -6.10567 -2.52755
C -3.74613 -5.52006 -1.39943
C -2.76192 -4.96501 -0.44531
O -3.13035 -4.42506 0.58215
C -1.32227 -5.07732 -0.78304
C -0.92671 -5.66389 -1.90934
C -1.91148 -6.22431 -2.87190
O -1.54838 -6.75357 -3.89742
H -4.05011 -6.51968 -3.24180
H -4.79274 -5.41764 -1.12665
H -0.62150 -4.65991 -0.06964
H 0.11752 -5.76011 -2.17849
C -9.12943 -3.53889 -2.88442
C -8.05299 -3.85377 -2.16933
C -7.83888 -5.23412 -1.67386
O -6.85559 -5.51983 -1.01810
C -8.86406 -6.25163 -2.00179
C -9.94112 -5.93839 -2.71727
C -10.15834 -4.55688 -3.21600
O -11.13601 -4.27053 -3.86796
H -9.30724 -2.53768 -3.25525
H -7.29204 -3.12586 -1.91519
H -8.68578 -7.25200 -1.62865
H -10.70256 -6.66540 -2.96824
C 8.54949 -4.84627 1.29977
C 9.87351 -4.78130 1.41331
C 10.69483 -4.03830 0.42504
O 11.89873 -3.97879 0.52566
C 9.98250 -3.36995 -0.69350
C 8.65860 -3.43623 -0.80552
C 7.84037 -4.17865 0.18308
O 6.63095 -4.23549 0.08156
H 7.93206 -5.38289 2.00860
H 10.41098 -5.26099 2.22100
H 10.59916 -2.83351 -1.40318
H 8.12047 -2.95751 -1.61448

Spin multiplicity = 1
Gap between HOMO and LUMO = 8.29 eV
DFT total energy = -95264.836 eV
Molar mass = 950.14 Da
Total charge = +1



Record 2
# C49H72N2O17

A cluster of 9 separate species, C49H72N2O17 in total in a non-equilibrium geometry (the ωB97M-V functional and the def2-TZVPD basis, the Open Molecules 2025 dataset).

Atoms and positions in Å:
C 7.05177 -2.73908 2.16980
O 6.16546 -3.63662 1.46327
C 5.80687 -3.00043 0.21225
C 4.60158 -3.72307 -0.49490
C 3.32816 -3.89277 0.46509
C 3.04106 -2.42860 1.05691
C 1.52136 -2.29110 1.43952
C 1.11117 -0.84341 2.00313
N 2.03386 0.14835 1.37887
C 1.81492 0.46255 0.05340
C 2.69443 1.38761 -0.65189
C 3.82019 1.96474 0.10831
C 4.86884 2.92154 -0.49395
C 5.86405 2.30336 -1.41670
C 6.92367 3.10916 -2.00478
N 6.99963 4.45194 -1.69257
C 6.08271 5.08098 -0.86372
C 4.97955 4.36500 -0.21612
C 3.96724 1.61509 1.53348
C 3.03489 0.67925 2.15623
H 7.53804 -2.00853 1.45898
H 6.45766 -2.21140 2.97264
H 7.89459 -3.34419 2.60996
H 5.60961 -1.89654 0.39908
H 6.74905 -3.02220 -0.42228
H 4.25155 -3.00624 -1.30294
H 4.88345 -4.67524 -1.01203
H 3.49438 -4.65292 1.26637
H 2.46454 -4.11687 -0.21814
H 3.38078 -1.71857 0.24643
H 3.74547 -2.25131 1.92502
H 1.35031 -2.99761 2.30798
H 0.81779 -2.62689 0.63409
H 0.07690 -0.62801 1.59858
H 1.07112 -0.79685 3.11803
H 0.95076 -0.02183 -0.45367
H 2.52487 1.60715 -1.72927
H 5.81863 1.21255 -1.64410
H 7.68210 2.61892 -2.67020
H 7.77287 4.97953 -2.11733
H 6.27352 6.17233 -0.69435
H 4.24813 4.86998 0.45872
H 4.79381 2.06913 2.12848
H 3.09310 0.37095 3.23288
O 8.53126 1.47744 -4.09620
C 8.97645 0.56093 -3.44681
O 8.30072 -0.02923 -2.43042
C 9.15008 -1.00722 -1.79632
C 10.18950 -1.35977 -2.83531
C 10.34177 -0.05757 -3.59912
H 9.59103 -0.55873 -0.90247
H 8.55604 -1.87172 -1.50037
H 11.11981 -1.72692 -2.40406
H 9.79905 -2.13260 -3.50294
H 11.08384 0.59879 -3.13950
H 10.57800 -0.22951 -4.64778
O 8.61555 4.18879 4.18708
C 8.45737 5.24925 3.65473
O 8.62118 6.44297 4.27690
C 8.24720 7.50645 3.38938
C 8.36361 6.92094 1.99618
C 8.00758 5.46232 2.22831
H 7.22577 7.81532 3.62710
H 8.91417 8.35532 3.53397
H 7.72624 7.42059 1.26446
H 9.39692 6.99489 1.64742
H 6.93008 5.28986 2.16679
H 8.54261 4.80316 1.54544
O 12.95793 -0.23392 -1.36724
C 13.75751 0.66445 -1.41126
O 15.05746 0.52685 -1.06741
C 15.71169 1.80452 -1.12625
C 14.86194 2.64248 -2.05757
C 13.46913 2.09529 -1.80238
H 15.75591 2.21948 -0.11610
H 16.72706 1.67879 -1.49980
H 14.95443 3.71356 -1.87833
H 15.14732 2.44957 -3.09487
H 12.97879 2.60013 -0.96690
H 12.84839 2.14014 -2.69622
O -1.82068 -1.34339 1.32423
C -2.28564 -0.65247 0.45104
O -2.26065 0.70374 0.47658
C -2.99268 1.21711 -0.65172
C -2.99854 0.09263 -1.66450
C -3.00463 -1.14078 -0.77895
H -3.99860 1.48441 -0.32073
H -2.49846 2.11057 -1.03320
H -3.83890 0.14094 -2.35636
H -2.07595 0.11782 -2.25342
H -4.01867 -1.43761 -0.50433
H -2.47249 -1.97076 -1.24113
O -6.67952 -1.93115 -1.68491
C -6.94531 -1.82806 -0.51897
O -6.02007 -1.54413 0.44017
C -6.64270 -1.60035 1.73675
C -8.11919 -1.39745 1.47303
C -8.30103 -2.03043 0.10730
H -6.42920 -2.57463 2.18485
H -6.22973 -0.82059 2.37685
H -8.75617 -1.83074 2.24395
H -8.34314 -0.33118 1.41159
H -8.50412 -3.10162 0.17888
H -9.07830 -1.52873 -0.46741
O -10.83965 0.29023 0.66461
C -11.09736 0.40036 1.83606
O -10.17467 0.69106 2.79997
C -10.80410 0.63608 4.09058
C -12.28095 0.83291 3.82494
C -12.45252 0.19451 2.45936
H -10.58912 -0.33711 4.54101
H -10.39530 1.41888 4.72960
H -12.91777 0.39952 4.59602
H -12.50824 1.90064 3.76217
H -12.65075 -0.87593 2.53245
H -13.22698 0.68902 1.87981
O -14.51229 -1.83266 1.26950
C -14.97211 -1.15099 0.39524
O -14.96532 0.20965 0.41160
C -15.68836 0.70623 -0.72548
C -15.67013 -0.42429 -1.73287
C -15.67243 -1.65388 -0.84182
H -16.70216 0.96417 -0.40771
H -15.19966 1.60293 -1.10634
H -16.50316 -0.38824 -2.43491
H -14.74221 -0.39188 -2.30987
H -16.68547 -1.96292 -0.57554
H -15.12466 -2.48021 -1.29266
O -13.01961 -4.00773 -2.15596
C -11.95922 -4.54125 -2.32372
O -11.63656 -5.24848 -3.43801
C -10.34162 -5.84363 -3.27208
C -9.65331 -5.01021 -2.21083
C -10.81619 -4.57368 -1.33722
H -10.47357 -6.88418 -2.96339
H -9.80575 -5.82289 -4.22074
H -8.87746 -5.55471 -1.67135
H -9.19012 -4.13267 -2.67075
H -11.03834 -5.30649 -0.55865
H -10.64642 -3.59016 -0.90327

Spin multiplicity = 1
Gap between HOMO and LUMO = 4.85 eV
DFT total energy = -89753.840 eV
Molar mass = 961.11 Da
Total charge = +2



Record 3
# C49H73BrClF3NO37PS2

A cluster of 11 separate species, C49H73BrClF3NO37PS2 in total in a non-equilibrium geometry (the ωB97M-V functional and the def2-TZVPD basis, the Open Molecules 2025 dataset).

Atoms and positions in Å:
C -0.17560 4.00619 2.14635
C -1.75793 4.01937 1.65349
P -2.19554 2.85034 0.24859
C -0.76993 2.45068 -0.94298
C 0.30071 3.67247 -1.19923
C -3.28431 1.36588 0.68899
O -2.75467 0.25154 -0.16991
C -2.90116 0.87305 2.22137
C -1.33542 0.47803 2.45807
C -0.82105 -0.99408 2.03823
C 0.85113 -0.95136 2.10492
C 1.54164 -0.27113 0.78590
C 1.26094 -1.04303 -0.63154
N 1.82867 -0.24799 -1.80865
S -4.18082 -0.30293 2.86918
O -3.66289 -1.74960 3.22060
O -4.61707 0.24819 4.28967
O -5.57106 -0.47123 1.99486
C -5.77736 0.23518 0.76892
Br -7.80458 0.55883 0.87224
C -5.67945 -0.91896 -0.44122
C -5.15865 -2.38190 0.08278
C -6.37464 -3.32027 0.74713
Cl -5.70045 -4.66341 1.84315
C -4.92996 1.59936 0.45532
C -5.35297 2.68432 1.65568
C -6.49174 3.77015 1.28355
O -6.15416 5.08037 1.16033
S -5.14855 2.31219 -1.26363
O -4.19703 1.66997 -2.35220
O -4.79576 3.85088 -1.37710
C -6.83332 2.22117 -2.04659
F -7.33981 0.88091 -2.39622
F -6.67088 2.91836 -3.38374
F -7.92151 2.96649 -1.38170
H -0.17130 3.87742 3.33312
H 0.34442 5.02812 1.90758
H 0.46675 3.16466 1.64781
H -2.39969 3.93746 2.64067
H -1.94247 5.13353 1.26349
H -0.29186 1.43849 -0.60232
H -1.26629 2.23003 -2.00639
H 1.35538 3.26849 -0.81465
H 0.08461 4.64039 -0.56571
H 0.44582 3.87569 -2.35078
H -2.99368 -0.62328 0.25423
H -3.01644 1.86634 2.88086
H -0.55948 1.25522 1.98871
H -1.15411 0.58051 3.63551
H -1.10351 -1.87461 2.79346
H -1.07432 -1.37075 0.96419
H 1.25762 -2.03777 2.30508
H 1.14484 -0.29496 3.04011
H 2.72113 -0.32696 0.96306
H 1.27458 0.86802 0.79904
H 1.86580 -2.07082 -0.57800
H 0.14367 -1.31790 -0.84181
H 2.12941 0.67661 -1.39473
H 0.99346 -0.11141 -2.44300
H -4.97684 -0.59568 -1.32056
H -6.74478 -1.12507 -0.93935
H -4.20108 -2.36432 0.75327
H -4.84478 -2.98317 -0.90062
H -6.97090 -3.85236 -0.12950
H -7.12069 -2.58474 1.27443
H -5.73893 2.10382 2.62546
H -4.41124 3.30472 2.04426
H -7.65018 3.53204 1.14582
C -5.90532 1.25201 7.55330
C -4.76778 1.85904 6.79798
O -4.91927 3.24493 7.03983
C -5.62289 3.37027 8.20296
O -5.78833 4.42211 8.79789
O -6.11600 2.16541 8.61361
H -5.66503 0.25786 7.94005
H -6.81949 1.18947 6.95376
H -3.79318 1.53769 7.18031
H -4.81777 1.64440 5.72696
C 3.64513 6.86608 -2.39813
C 3.46670 5.72005 -3.34035
O 3.81700 4.59598 -2.55558
C 3.63214 4.95011 -1.25019
O 3.67626 4.17142 -0.31243
O 3.39060 6.28841 -1.13145
H 2.94662 7.68300 -2.59905
H 4.66662 7.26047 -2.40793
H 2.42913 5.60982 -3.67289
H 4.11474 5.79785 -4.21765
C 2.62582 -1.81212 -5.87664
C 3.72296 -1.08569 -6.58486
O 3.33690 0.27135 -6.47762
C 2.51439 0.36542 -5.39213
O 2.13241 1.41707 -4.90652
O 2.17622 -0.87027 -4.92076
H 2.97861 -2.72367 -5.38648
H 1.79385 -2.06488 -6.54224
H 4.69440 -1.21675 -6.09658
H 3.80938 -1.38272 -7.63365
C -6.15347 -3.83149 8.55305
C -6.70151 -4.33454 7.25706
O -7.53620 -3.27710 6.82435
C -7.08106 -2.14001 7.42728
O -7.46004 -1.01436 7.14987
O -6.14629 -2.42689 8.37985
H -5.14416 -4.20288 8.75054
H -6.79693 -4.07945 9.40367
H -5.91978 -4.49748 6.50763
H -7.27562 -5.25725 7.37820
C 8.91938 -0.75356 -7.48683
C 7.90371 0.14117 -6.85369
O 6.79871 -0.71757 -6.64471
C 7.28978 -1.99017 -6.59012
O 6.63931 -2.96556 -6.25371
O 8.60326 -2.02849 -6.95996
H 9.94320 -0.47009 -7.22787
H 8.82448 -0.78827 -8.57719
H 8.23597 0.53195 -5.88611
H 7.62714 0.97914 -7.49942
C 13.34653 -2.44844 -5.65891
C 12.79849 -2.95149 -6.95490
O 11.96380 -1.89405 -7.38761
C 12.41894 -0.75696 -6.78468
O 12.03996 0.36869 -7.06209
O 13.35371 -1.04384 -5.83211
H 14.35584 -2.81983 -5.46142
H 12.70307 -2.69640 -4.80829
H 13.58022 -3.11443 -7.70432
H 12.22438 -3.87420 -6.83376
C -9.75280 -3.44631 3.61506
C -10.08426 -4.20574 4.85860
O -10.49788 -5.46722 4.36903
C -9.92868 -5.62120 3.13778
O -9.93475 -6.66175 2.50147
O -9.35133 -4.45967 2.71235
H -8.94666 -2.72409 3.77058
H -10.62165 -2.92595 3.19865
H -9.21323 -4.34633 5.50734
H -10.88381 -3.73206 5.43480
C 16.18882 -4.87687 -1.81889
C 14.82858 -4.28128 -1.65152
O 14.21672 -4.50942 -2.90678
C 14.86046 -5.57070 -3.47507
O 14.48425 -6.14501 -4.48320
O 15.97890 -5.90574 -2.76774
H 16.58221 -5.28587 -0.88423
H 16.91114 -4.16199 -2.22666
H 14.24351 -4.78648 -0.87578
H 14.86732 -3.21172 -1.42750
C 5.14378 -2.59091 -11.92657
C 4.60940 -2.68248 -10.53408
O 5.76667 -2.54460 -9.73168
C 6.69416 -1.88237 -10.48326
O 7.74714 -1.44534 -10.04975
O 6.28918 -1.77227 -11.78224
H 4.42822 -2.13794 -12.61826
H 5.45268 -3.56465 -12.32091
H 3.91614 -1.86830 -10.29789
H 4.11456 -3.63811 -10.34027
C -7.23179 4.86824 11.16485
C -7.79379 3.97245 12.22064
O -8.21304 4.87652 13.22513
C -8.42545 6.07850 12.61375
O -8.95452 7.03894 13.14792
O -7.96968 6.06497 11.32706
H -7.36779 4.46234 10.15868
H -6.16967 5.08394 11.32124
H -8.66280 3.40614 11.86935
H -7.04956 3.27416 12.61328

Spin multiplicity = 1
Gap between HOMO and LUMO = 6.71 eV
DFT total energy = -250903.724 eV
Molar mass = 1535.55 Da
SMILES = CCP(CC)[C@@]1(O)[C@H](CCCCCN)S(=O)(=O)O[C@](Br)(CCCCl)[C@]1(CC=O)S(=O)(=O)C(F)(F)F.O=C1OCCO1.O=C1OCCO1.O=C1OCCO1.O=C1OCCO1.O=C1OCCO1.O=C1OCCO1.O=C1OCCO1.O=C1OCCO1.O=C1OCCO1.O=C1OCCO1
Total charge = 0